Run A
Entry from OMol25: an isolated molecule of C4H10N2OS (ωB97M-V/def2-TZVPD).

ORCA input file:
```
! RIJCOSX wB97M-V def2-TZVPD def2/J DEFGRID3
* xyz 0 1
C -1.196 -0.969 -2.175
N -0.201 -1.435 -1.164
N 0.760 -0.480 -0.639
C 0.495 0.419 0.185
C 1.633 1.153 0.884
O 3.025 0.834 0.395
S -1.119 0.826 0.720
C -1.927 -0.739 1.134
H -1.551 -2.092 -2.496
H -1.920 -0.375 -1.495
H -0.662 -0.485 -3.122
H 0.481 -2.221 -1.504
H 1.536 2.255 0.811
H 1.405 0.688 1.888
H 2.896 -0.122 0.007
H -1.618 -1.588 0.369
H -1.777 -1.086 2.222
H -3.032 -0.640 1.086
*
```

Orbital gap = 9.335 eV
LUMO = 0.67 eV


Run B
Entry from OMol25: an isolated molecule of C4H10N2OS (ωB97M-V/def2-TZVPD).

ORCA input file:
```
! RIJCOSX wB97M-V def2-TZVPD def2/J DEFGRID3
* xyz 0 1
O 0.389 1.264 -0.176
C 0.152 -0.145 -0.059
N -1.177 -0.494 -0.076
C -1.905 0.331 -1.019
N -2.649 1.513 -0.516
C 0.947 -0.748 1.125
C 2.358 -1.135 0.662
S 3.163 0.226 -0.135
H 0.696 -0.553 -0.974
H -1.190 0.727 -1.753
H -2.605 -0.312 -1.573
H -3.647 1.367 -0.676
H -2.503 1.516 0.489
H 0.334 -1.507 1.604
H 1.131 0.051 1.851
H 2.900 -1.350 1.595
H 2.307 -2.102 0.150
H 1.300 1.350 -0.520
*
```

Orbital gap = 4.687 eV
LUMO = -3.62 eV


Run C
Entry from OMol25: an isolated molecule of C4H10N2OS (ωB97M-V/def2-TZVPD).

ORCA input file:
```
! RIJCOSX wB97M-V def2-TZVPD def2/J DEFGRID3
* xyz 0 1
H -3.190 -0.714 -0.968
N -2.255 -0.524 -1.363
C -1.518 -0.114 -0.420
N -1.822 0.115 0.962
C -0.082 0.145 -0.741
O 0.380 1.186 0.078
C 1.668 1.579 -0.387
S 1.028 -1.275 -0.885
C 0.994 -1.752 0.903
H -1.193 0.824 1.275
H -2.795 0.501 1.113
H -0.157 0.573 -1.738
H 2.206 2.333 0.300
H 1.614 2.051 -1.368
H 2.273 0.665 -0.476
H 1.309 -2.884 0.929
H 1.589 -1.027 1.515
H -0.047 -1.684 1.270
*
```

Orbital gap = 9.665 eV
LUMO = 0.79 eV


Run D
Entry from OMol25: a cluster of 3 separate species, C4H10N2OS in total (ωB97M-V/def2-TZVPD).

ORCA input file:
```
! RIJCOSX wB97M-V def2-TZVPD def2/J DEFGRID3
* xyz 0 1
C -1.968 -1.799 -0.914
C 1.488 -0.279 -1.215
C -0.204 0.577 0.323
C 0.989 1.176 1.147
H -2.813 -2.253 -1.476
H -2.297 -1.416 0.010
H -1.245 -2.567 -0.988
H 1.308 -1.026 -2.039
H 2.249 0.664 -1.382
H 1.822 -0.774 -0.256
H 1.528 1.802 0.492
H 1.712 0.204 1.365
H 0.518 1.104 3.351
H -0.901 2.328 1.675
N 0.026 0.022 -0.943
N 0.441 2.012 2.145
O -1.342 0.747 0.588
S -1.312 -0.522 -1.883
*
```

Orbital gap = 9.047 eV
LUMO = 0.31 eV


The data favor run C; the next most stable structure lies 2.347 eV above it.


Run A
Entry from OMol25: an isolated molecule of C4H13N2S (ωB97M-V/def2-TZVPD).

ORCA input file:
```
! RIJCOSX wB97M-V def2-TZVPD def2/J DEFGRID3
* xyz 0 2
C 1.179 0.741 -0.120
N -0.253 0.318 0.028
C -0.735 -0.171 1.315
C -2.256 -0.229 1.532
S -3.157 1.232 0.462
C 1.994 -0.373 -0.849
N 1.293 -0.810 -2.168
H 1.598 0.914 0.826
H 1.375 1.718 -0.615
H -1.052 0.337 -0.656
H -0.285 0.502 2.195
H -0.326 -1.207 1.487
H -2.671 -1.295 1.199
H -2.605 -0.166 2.582
H -2.874 2.166 1.415
H 2.150 -1.263 -0.194
H 3.111 -0.093 -1.120
H 2.103 -0.945 -2.705
H 0.908 0.053 -2.556
H 0.502 -1.428 -2.059
*
```

<S²> = 0.7506
Orbital gap (spin up / spin down) = 4.235 / 9.350 eV
LUMO (spin up / spin down) = 0.78 / 0.70 eV


Run B
Entry from OMol25: an isolated molecule of C4H13N2S (ωB97M-V/def2-TZVPD).

ORCA input file:
```
! RIJCOSX wB97M-V def2-TZVPD def2/J DEFGRID3
* xyz 0 2
C 1.058 0.494 -0.335
N 0.494 -0.812 -0.505
C -0.738 -1.165 0.160
C -2.055 -0.594 -0.397
S -2.311 1.185 -0.107
C 2.521 0.474 0.236
N 2.758 -0.760 1.061
H 0.464 1.017 0.405
H 1.158 1.058 -1.261
H 0.716 -1.368 -1.310
H -0.659 -0.875 1.216
H -0.846 -2.245 0.151
H -2.051 -0.698 -1.476
H -2.850 -1.226 -0.008
H -2.977 1.410 -1.243
H 2.658 1.351 0.826
H 3.258 0.479 -0.565
H 2.630 -0.491 2.076
H 3.713 -1.158 0.867
H 2.148 -1.467 0.642
*
```

<S²> = 0.7506
Orbital gap (spin up / spin down) = 4.127 / 9.701 eV
LUMO (spin up / spin down) = 0.70 / 0.64 eV


The data favor run B; the next most stable structure lies 1.671 eV above it.


Run A
Entry from OMol25: a cluster of 2 separate species, C4H6FP in total (ωB97M-V/def2-TZVPD).

ORCA input file:
```
! RIJCOSX wB97M-V def2-TZVPD def2/J DEFGRID3
* xyz 0 1
C -0.188 -0.283 0.210
C 0.246 0.946 -0.348
C -1.093 -1.034 -0.463
C 1.193 1.833 0.344
F -1.567 -0.605 -1.615
P -1.948 -3.420 0.656
H 0.447 -0.657 1.090
H -0.232 1.138 -1.335
H 2.210 1.842 0.000
H 0.864 2.836 0.365
H 1.243 1.352 1.398
H -1.175 -3.948 -0.303
*
```

Orbital gap (spin up / spin down) = 4.722 / 4.726 eV
LUMO (spin up / spin down) = -1.78 / -1.78 eV


Run B
Entry from OMol25: a cluster of 2 separate species, C4H6FP in total (ωB97M-V/def2-TZVPD).

ORCA input file:
```
! RIJCOSX wB97M-V def2-TZVPD def2/J DEFGRID3
* xyz 0 1
C -0.939 0.103 -0.154
C -0.183 1.382 -0.423
C 0.536 0.177 0.027
C 0.891 0.767 -1.289
F 1.302 -0.140 1.091
P 0.235 -3.150 2.279
H -1.550 0.063 0.739
H -1.341 -0.463 -0.986
H -0.324 2.381 -0.074
H 1.832 1.296 -1.363
H 0.615 0.235 -2.193
H -1.074 -2.651 2.347
*
```

Orbital gap (spin up / spin down) = 7.404 / 7.365 eV
LUMO (spin up / spin down) = -1.27 / -1.31 eV


The data favor run B; the next most stable structure lies 1.280 eV above it.


Run A
Entry from OMol25: an isolated molecule of C6H10N2O3S (ωB97M-V/def2-TZVPD).

ORCA input file:
```
! RIJCOSX wB97M-V def2-TZVPD def2/J DEFGRID3
* xyz 0 1
C -1.300 0.318 -0.030
C -2.297 0.853 0.584
C 1.486 -0.843 0.607
C 0.564 -1.970 1.024
C 0.109 -1.659 -1.141
C 0.871 -0.387 -0.814
N -0.202 0.669 -0.703
N 0.056 -2.572 -0.195
O 1.811 2.290 -0.802
O -0.409 3.105 -1.521
O 0.093 2.831 0.901
S 0.436 2.364 -0.421
H -2.358 1.841 0.951
H -2.987 0.282 1.134
H 1.543 -0.114 1.364
H 2.589 -1.180 0.603
H 0.956 -2.678 1.690
H -0.311 -1.586 1.558
H -0.667 -1.760 -2.010
H 1.622 0.014 -1.524
H -0.482 -3.372 -0.082
H -1.122 3.553 -1.171
*
```

Orbital gap (spin up / spin down) = 5.887 / 8.397 eV
LUMO (spin up / spin down) = -0.39 / 0.66 eV


Run B
Entry from OMol25: a structure of composition C6H10N2O3S (ωB97M-V/def2-TZVPD).

ORCA input file:
```
! RIJCOSX wB97M-V def2-TZVPD def2/J DEFGRID3
* xyz 0 1
C -1.238 -2.640 -0.970
C 0.887 0.791 -0.175
C -0.388 -1.284 0.800
C 1.980 0.260 -1.122
C -0.324 -0.201 -0.377
C -1.655 0.590 -0.265
N -1.127 -2.439 0.350
N -0.320 -0.851 -1.568
O -1.855 -3.201 -1.814
O 1.719 -2.369 -1.315
O 1.472 -1.070 -3.390
S 1.264 -1.125 -1.959
H 1.292 0.858 0.858
H 0.519 1.808 -0.481
H 0.568 -1.587 1.031
H -0.978 -0.888 1.568
H 2.329 0.989 -1.771
H 2.755 -0.135 -0.475
H -1.966 0.591 -1.340
H -1.573 1.626 0.118
H -2.356 -0.035 0.321
H -1.111 -3.275 0.938
*
```

Orbital gap = 9.227 eV
LUMO = 0.05 eV


The data favor run B; the next most stable structure lies 3.386 eV above it.


Run A
Entry from OMol25: a cluster of 2 separate species, C3H7N in total (ωB97M-V/def2-TZVPD).

ORCA input file:
```
! RIJCOSX wB97M-V def2-TZVPD def2/J DEFGRID3
* xyz 0 1
C -0.054 2.484 -5.313
C -0.471 1.303 -4.739
H 0.027 3.555 -5.013
H 0.273 2.272 -6.359
H -0.915 1.252 -3.729
H -0.375 0.263 -5.208
C 0.711 -2.302 5.954
N -0.357 -1.665 6.333
H 1.553 -1.682 5.733
H 0.803 -3.364 5.837
H -1.195 -2.116 6.504
*
```

Orbital gap = 11.277 eV
LUMO = 1.33 eV


Run B
Entry from OMol25: an isolated molecule of C3H7N (ωB97M-V/def2-TZVPD).

ORCA input file:
```
! RIJCOSX wB97M-V def2-TZVPD def2/J DEFGRID3
* xyz 0 1
C 1.385 0.332 0.355
N -0.014 0.439 0.093
C -1.137 -0.338 0.480
C -0.801 -0.086 -0.965
H 1.543 0.316 1.434
H 1.828 1.251 -0.031
H 1.922 -0.513 -0.089
H -1.059 -1.370 0.832
H -1.885 0.255 0.997
H -0.483 -0.960 -1.544
H -1.299 0.674 -1.561
*
```

Orbital gap = 9.864 eV
LUMO = 1.26 eV


The data favor run B; the next most stable structure lies 0.737 eV above it.


Run A
Entry from OMol25: a cluster of 2 separate species, C3H9NOS2 in total (ωB97M-V/def2-TZVPD).

ORCA input file:
```
! RIJCOSX wB97M-V def2-TZVPD def2/J DEFGRID3
* xyz 0 1
N -1.264 1.149 0.475
C -0.173 2.117 0.093
C 0.688 1.586 -0.992
O 1.434 2.242 -1.737
H -1.753 1.597 1.232
H -1.900 1.053 -0.300
H 0.496 2.266 0.949
H -0.574 3.111 -0.192
H 0.888 0.487 -0.869
C 0.891 -2.134 0.945
S 0.127 -3.486 -0.068
S -0.415 -2.408 -1.792
H 1.893 -1.901 0.576
H 0.972 -2.551 1.969
H 0.240 -1.251 0.985
H -1.550 -1.878 -1.276
*
```

Orbital gap = 9.398 eV
LUMO = 0.31 eV


Run B
Entry from OMol25: an isolated molecule of C3H9NOS2 (ωB97M-V/def2-TZVPD).

ORCA input file:
```
! RIJCOSX wB97M-V def2-TZVPD def2/J DEFGRID3
* xyz 0 1
N -0.729 0.266 1.339
C -0.147 0.059 0.016
C -1.300 0.243 -1.006
O -1.746 1.589 -1.039
C 0.549 -1.280 -0.150
S 2.353 -1.307 -0.454
S 3.179 0.009 0.978
H 0.069 0.343 1.966
H -1.125 1.204 1.349
H 0.430 0.911 -0.368
H -2.168 -0.335 -0.654
H -1.048 -0.092 -2.023
H -1.813 1.861 -1.957
H 0.394 -1.932 0.705
H 0.114 -1.776 -1.018
H 2.987 0.238 2.315
*
```

Orbital gap = 8.269 eV
LUMO = -0.40 eV


The data favor run A; the next most stable structure lies 0.643 eV above it.


Run A
Entry from OMol25: a cluster of 2 separate species, C2H4P2 in total (ωB97M-V/def2-TZVPD).

ORCA input file:
```
! RIJCOSX wB97M-V def2-TZVPD def2/J DEFGRID3
* xyz 0 1
C 2.332 -0.634 0.123
C 1.273 -0.086 0.360
P -1.657 -0.572 0.205
P -0.049 0.976 0.379
H 3.073 -1.049 -0.352
H -2.580 0.254 -0.413
H -2.204 -0.030 1.258
H -0.188 1.141 -1.559
*
```

Orbital gap = 8.693 eV
LUMO = -0.41 eV


Run B
Entry from OMol25: a structure of composition C2H4P2 (ωB97M-V/def2-TZVPD).

ORCA input file:
```
! RIJCOSX wB97M-V def2-TZVPD def2/J DEFGRID3
* xyz 0 1
C -0.544 1.266 -0.283
C 0.082 -0.991 0.438
P -1.619 -0.087 0.074
P 1.016 0.593 0.355
H -0.801 2.255 -0.661
H 0.141 -1.533 1.487
H 0.139 -1.686 -0.548
H 1.586 0.184 -0.862
*
```

Orbital gap = 8.682 eV
LUMO = -0.02 eV


The data favor run B; the next most stable structure lies 2.393 eV above it.


Run A
Entry from OMol25: a cluster of 2 separate species, C5H11O2 in total (ωB97M-V/def2-TZVPD).

ORCA input file:
```
! RIJCOSX wB97M-V def2-TZVPD def2/J DEFGRID3
* xyz -1 1
C 1.288 -1.027 1.561
C 0.589 -0.112 2.578
H 0.543 -1.589 0.996
H 1.771 -0.405 0.811
H 1.968 -1.754 2.009
H 0.833 0.941 2.483
H 0.673 -0.428 3.616
H -0.490 -0.139 2.407
C -0.209 0.265 -1.289
C -0.509 1.548 -2.032
C -1.373 -0.769 -1.438
O -1.034 -1.970 -1.495
O -2.526 -0.273 -1.421
H 0.700 -0.195 -1.681
H -0.205 0.386 -0.203
H -1.439 2.007 -1.691
H -0.872 1.241 -3.030
H 0.291 2.273 -2.180
*
```

Orbital gap = 7.597 eV
LUMO = 3.72 eV


Run B
Entry from OMol25: the ion C5H11O2 with charge -1 (ωB97M-V/def2-TZVPD).

ORCA input file:
```
! RIJCOSX wB97M-V def2-TZVPD def2/J DEFGRID3
* xyz -1 1
C 2.041 1.709 1.561
C 1.043 0.569 1.498
O 0.232 0.722 0.375
C -0.510 -0.589 0.022
O 0.198 -1.660 0.161
C -0.966 -0.285 -1.413
C -1.831 -1.424 -1.942
H 2.791 1.500 2.333
H 1.549 2.639 1.842
H 2.541 1.840 0.601
H 1.551 -0.396 1.460
H 0.434 0.585 2.421
H -1.397 -0.514 0.712
H -0.046 -0.233 -1.996
H -1.495 0.667 -1.460
H -1.229 -2.331 -1.937
H -2.211 -1.203 -2.945
H -2.694 -1.597 -1.292
*
```

Orbital gap = 7.170 eV
LUMO = 4.26 eV


Run C
Entry from OMol25: a cluster of 2 separate species, C5H11O2 in total (ωB97M-V/def2-TZVPD).

ORCA input file:
```
! RIJCOSX wB97M-V def2-TZVPD def2/J DEFGRID3
* xyz -1 1
C -0.737 1.712 -1.052
C -1.952 0.656 -0.914
O -2.630 0.858 0.090
O -2.029 -0.315 -1.697
H -0.939 2.471 -1.777
H 0.260 1.088 -1.288
H -0.798 2.244 -0.013
C 0.340 -1.042 0.824
C 0.891 0.199 1.437
C 1.117 -1.689 -0.336
H 0.093 -1.773 1.609
H -0.680 -0.808 0.417
H 1.722 0.578 0.795
H 1.201 0.134 2.456
H 1.465 -0.908 -1.060
H 2.059 -2.137 0.071
H 0.103 1.089 1.306
H 0.513 -2.358 -0.866
*
```

Orbital gap = 7.965 eV
LUMO = 4.00 eV


Run D
Entry from OMol25: a cluster of 2 separate species, C5H11O2 in total (ωB97M-V/def2-TZVPD).

ORCA input file:
```
! RIJCOSX wB97M-V def2-TZVPD def2/J DEFGRID3
* xyz -1 1
C 0.986 -0.845 -0.497
O 1.773 -0.026 -1.230
C -0.159 -0.027 0.177
C -1.029 -0.852 1.139
C -2.496 -0.466 1.198
C -3.258 -0.288 0.124
H 0.454 -1.630 -1.087
H 1.548 -1.361 0.312
H -0.692 0.468 -0.632
H 0.290 0.785 0.756
H -0.982 -1.907 0.835
H -0.702 -0.856 2.182
H -2.970 -0.361 2.173
H -2.800 -0.437 -0.851
H -4.332 -0.154 0.105
H 3.699 1.721 -0.050
H 2.561 1.408 -1.026
O 3.190 2.135 -0.746
*
```

Orbital gap = 6.776 eV
LUMO = 3.76 eV


The data favor run A; the next most stable structure lies 0.626 eV above it.